DFT (the ωB97M-V functional and the def2-TZVPD basis) results for C36H28Cl5N6O2ReS2Te as an isolated structure.

As for the charge: +1. As for the total energy: -144521.326 eV. The value obtained for the frontier orbital gap (spin up / spin down) is 5.876 / 6.105 eV. As for the HOMO energy (spin up / spin down): -10.44 / -10.54 eV. The spin multiplicity is 2. Its expectation value of S² is 0.775. The energy relative to the best compared isomer or geometry (same formula, charge and spin) is 0.0000 eV.

Structure (XYZ):
```
81
Properties=species:S:1:pos:R:3:forces:R:3
Re 1.194113 -0.422505 0.825331 -0.1 0.0 0.2
Cl 3.874864 -1.688315 2.831097 -0.1 0.0 0.0
C 3.169459 -0.170765 3.324319 0.0 0.0 0.0
C 2.056982 0.392578 2.651127 0.0 0.1 0.1
C 1.576800 1.564761 3.288411 0.1 0.0 -0.1
Cl 0.164220 2.410339 2.728485 -0.1 -0.1 0.0
C 2.187911 2.165293 4.392964 0.0 0.0 0.0
Cl 1.576262 3.621860 5.075875 0.0 0.0 0.0
C 3.309532 1.584619 4.968014 0.0 0.0 0.0
Cl 4.076390 2.313236 6.314626 0.0 0.0 0.0
C 3.791533 0.395117 4.438910 0.0 0.0 0.0
Cl 5.150436 -0.347091 5.185997 0.0 0.0 0.0
O 1.727948 2.580619 -2.091555 0.2 0.1 0.0
S 1.962707 2.434128 -0.680085 -0.3 0.0 -0.1
O 3.220863 1.915667 -0.220269 0.1 0.1 0.0
N 0.826444 1.345916 -0.116733 -0.3 -0.4 0.1
C -0.558660 1.593432 -0.350600 0.3 0.0 0.0
C -1.114883 2.425539 -1.287771 -0.1 0.1 -0.1
C -2.511597 2.637987 -1.326125 0.1 0.0 0.0
C -3.347747 2.029419 -0.436734 0.0 0.0 0.0
C -2.809641 1.133307 0.517554 -0.1 0.0 0.0
C -3.586933 0.476464 1.500036 0.0 0.0 0.0
C -2.987764 -0.364618 2.392215 0.0 0.0 0.0
C -1.606142 -0.600074 2.285879 0.0 0.0 0.1
N -0.858063 -0.011740 1.377931 0.0 0.1 -0.1
C -1.430825 0.889783 0.517709 0.1 -0.1 0.1
C 1.711087 3.982425 0.103400 0.1 0.1 0.1
C 0.883650 4.938391 -0.473010 0.0 0.0 0.0
C 0.752813 6.171171 0.146952 0.0 0.0 0.0
C 1.458215 6.443207 1.310758 0.0 0.0 0.0
C 2.307615 5.491335 1.859697 0.0 0.0 0.0
C 2.438462 4.251516 1.259053 0.0 0.0 -0.1
H -0.483386 2.916148 -2.012927 -0.1 0.0 0.0
H -2.913026 3.310934 -2.071810 0.0 0.0 0.0
H -4.413233 2.218462 -0.447241 0.0 0.0 0.0
H -4.653774 0.660500 1.540972 0.0 0.0 0.0
H -3.550581 -0.866646 3.166161 0.0 0.0 0.0
H -1.101653 -1.278882 2.961277 0.0 0.0 0.0
H 0.379471 4.740116 -1.407890 0.0 0.0 0.0
H 0.116364 6.927162 -0.292596 0.0 0.0 0.0
H 1.361844 7.412238 1.782415 0.0 0.0 0.0
H 2.874092 5.716107 2.752711 0.0 0.0 0.0
H 3.112459 3.506845 1.658757 0.0 0.0 0.0
S 1.124714 -2.485173 1.846441 0.0 0.4 -0.3
C -0.301406 -3.060873 1.014291 -0.3 -0.5 0.0
N -0.905528 -4.109906 1.525379 0.2 0.3 -0.2
N -1.933122 -4.697905 1.007210 -0.2 -0.1 0.0
C -2.856289 -4.324820 -0.029742 0.1 -0.1 0.1
C -3.385408 -3.044913 -0.120987 -0.1 0.1 0.0
C -4.328526 -2.773798 -1.093205 0.0 0.0 0.0
C -4.754310 -3.772452 -1.965731 0.0 0.0 0.0
C -4.241710 -5.052898 -1.845256 0.0 0.0 0.0
C -3.290440 -5.333326 -0.870952 0.0 0.0 -0.1
N -0.577492 -2.654221 -0.263329 0.3 0.0 0.2
N 0.058115 -1.655975 -0.686978 -0.1 0.1 -0.4
C -0.150562 -1.450754 -2.112718 0.0 0.0 0.3
C 0.507974 -0.414418 -2.749248 0.0 0.1 0.0
C 0.322213 -0.196746 -4.107605 0.0 0.0 0.0
C -0.520030 -1.021152 -4.833017 0.0 0.0 0.0
C -1.168522 -2.074417 -4.193231 0.0 0.0 0.0
C -0.987943 -2.296810 -2.841917 -0.1 0.0 0.0
H -2.156794 -5.553470 1.496211 -0.1 0.1 0.0
H -3.067913 -2.265660 0.558190 0.0 0.0 0.0
H -4.737564 -1.774614 -1.170691 0.0 0.0 0.0
H -5.489840 -3.551189 -2.727075 0.0 0.0 0.0
H -4.574424 -5.840019 -2.508141 0.0 0.0 0.0
H -2.879876 -6.331632 -0.776923 0.0 0.0 0.0
H 1.179372 0.224260 -2.203631 -0.1 0.0 0.0
H 0.846902 0.620304 -4.585808 0.0 0.0 0.0
H -0.665647 -0.856611 -5.892298 0.0 0.0 0.0
H -1.819735 -2.731452 -4.754346 0.0 0.0 0.0
H -1.494904 -3.116575 -2.352789 0.0 0.0 0.0
C 3.641323 -0.453875 -2.302783 0.1 0.0 0.0
Te 3.689222 -0.842050 -0.212181 0.1 0.1 0.0
C 3.657386 -2.938974 -0.524264 0.0 0.0 -0.1
H 2.974019 -1.152435 -2.800246 0.1 0.0 0.0
H 4.663370 -0.590146 -2.648471 0.0 0.0 -0.1
H 3.330322 0.572242 -2.482801 0.0 0.0 0.0
H 4.618420 -3.235547 -0.938029 0.0 0.0 0.0
H 2.856026 -3.172843 -1.222483 0.0 0.0 0.0
H 3.483964 -3.435146 0.425903 0.0 0.0 0.0
```
Forces are in eV/Å.

For reference, the Löwdin charges in units of e are: 1.047 0.590 -0.670 -0.337 -0.643 0.787 -0.712 0.702 -0.711 0.720 -0.706 0.706 -0.282 0.613 -0.421 -0.298 -0.273 -0.004 -0.032 -0.013 -0.142 0.018 -0.032 -0.126 -0.077 -0.209 -0.292 -0.049 -0.052 -0.050 -0.062 -0.082 0.096 0.118 0.121 0.131 0.121 0.105 0.104 0.113 0.114 0.110 0.114 0.675 -0.745 0.074 0.052 -0.235 -0.041 -0.065 -0.072 -0.066 -0.020 0.032 -0.064 -0.208 -0.070 -0.049 -0.059 -0.059 -0.013 0.160 0.089 0.108 0.110 0.112 0.120 0.043 0.119 0.111 0.110 0.097 -0.365 1.351 -0.408 0.009 0.019 -0.005 0.015 0.009 -0.027

DFT (the ωB97M-V functional and the def2-TZVPD basis) results for a 3-piece molecular cluster, C27H54F7N2O4P overall.

As for the charge: 0. Its SMILES is CC(C)=CCC[C@H](C)CCP(CCC(F)(F)F)C(F)(F)C(F)F.COCCNCCOC.COCCNCCOC. As for the total energy: -68347.507 eV. The value obtained for the frontier orbital gap is 6.496 eV. As for the HOMO energy: -6.42 eV.

Structure (XYZ):
```
95
Properties=species:S:1:pos:R:3:forces:R:3
C -1.472296 -4.075584 6.717175 3.0 -0.3 0.3
C -1.176572 -5.288789 5.739738 -0.5 0.3 -0.9
C -1.280958 -6.818310 6.164547 -0.6 1.4 -0.5
C -0.743415 -4.992610 4.376755 -0.1 -0.8 1.8
C 0.791284 -4.649492 4.188376 -1.2 2.4 -0.3
C 1.434801 -5.131943 2.816512 0.5 0.4 0.3
C 1.844510 -6.665715 2.760875 0.1 0.5 0.1
C 2.723612 -6.885159 1.443822 0.9 -0.1 0.5
C 0.660931 -7.704305 2.939101 0.4 -0.7 -0.4
C -0.258565 -7.939933 1.659653 -0.7 -1.5 0.0
P -1.294610 -6.461338 1.119052 1.0 1.0 0.3
C -0.522766 -5.943124 -0.559196 0.1 -0.1 0.0
C -0.472154 -4.351125 -0.604139 0.1 0.2 0.0
C -0.662711 -3.746142 -2.045811 0.3 0.3 1.0
F 0.035439 -4.534039 -2.962094 -1.3 1.6 1.0
F -1.985706 -3.623844 -2.430419 2.1 -0.5 0.3
F -0.136644 -2.444572 -2.054169 -0.7 -2.1 -0.5
C -3.119612 -6.944144 0.866873 0.2 -0.7 -0.1
F -3.826103 -6.704028 2.077495 1.1 -0.4 -1.8
F -3.268574 -8.327604 0.617792 -0.4 1.9 0.0
C -3.874039 -6.052462 -0.223403 -1.6 -0.4 0.8
F -3.533097 -6.368084 -1.533886 0.0 0.8 2.0
F -3.678256 -4.689566 0.090861 0.3 -2.1 -0.9
H -2.513347 -4.082227 7.148487 1.1 -0.3 -0.7
H -0.701445 -4.084022 7.567969 -1.3 0.2 -0.6
H -1.288573 -3.099117 6.160858 -0.5 -1.3 0.6
H -1.644954 -6.960535 7.226626 0.2 0.1 -1.3
H -0.216415 -7.227526 6.087974 -1.4 0.5 0.2
H -1.902656 -7.355488 5.384741 0.5 0.3 0.9
H -1.522171 -5.051219 3.568300 1.6 -1.5 0.3
H 1.374948 -5.031255 5.077883 -0.7 0.2 -1.1
H 0.885940 -3.504883 4.210336 0.3 -1.3 -0.1
H 2.413194 -4.544777 2.717036 -1.2 -0.8 0.2
H 0.815612 -4.786299 1.921213 0.6 -0.7 1.3
H 2.554180 -6.831965 3.641993 -1.0 0.3 -1.0
H 3.758073 -7.250746 1.763660 -1.3 0.4 -0.5
H 2.924420 -5.889959 0.921599 -0.5 -1.4 0.5
H 2.319561 -7.661603 0.732997 0.3 1.0 0.7
H 0.005945 -7.518969 3.847359 0.9 0.2 -1.2
H 1.159022 -8.715527 3.144316 -0.7 1.2 -0.3
H -0.993593 -8.770854 1.941162 0.9 1.0 -0.4
H 0.316929 -8.358185 0.767215 -0.7 0.6 1.2
H 0.559671 -6.302539 -0.537347 -1.5 0.2 0.0
H -1.028346 -6.427894 -1.442677 0.5 0.7 0.9
H 0.560835 -4.042374 -0.241352 -1.3 -0.2 -0.7
H -1.198745 -3.867341 0.129502 0.7 -0.6 -1.2
H -4.988316 -6.237590 -0.080067 1.4 0.2 -0.4
C -0.294652 0.846129 -4.142034 0.2 0.1 -0.1
O -0.048755 2.243123 -4.136186 -0.4 -0.2 0.0
C -1.230024 3.029486 -3.986470 0.3 0.5 0.1
C -1.274168 3.691042 -2.610374 0.0 -0.5 -0.1
N -1.505557 2.707592 -1.553539 0.0 0.3 0.0
C -1.285433 3.225899 -0.201678 0.1 -0.3 0.0
C 0.125908 3.715371 0.153372 -0.2 0.0 0.3
O 1.103487 2.684916 0.213957 -0.1 0.3 -0.2
C 1.658803 2.320361 -1.039024 0.1 -0.2 0.3
H 0.621278 0.343737 -4.457257 0.0 0.1 0.0
H -0.551872 0.486669 -3.143189 -0.2 -0.2 0.0
H -1.090182 0.585981 -4.847751 0.0 0.0 0.1
H -2.137819 2.450844 -4.184631 0.1 -0.1 0.1
H -1.173111 3.818647 -4.743385 0.0 0.0 0.0
H -2.078510 4.433378 -2.593683 0.0 0.0 0.0
H -0.321938 4.213657 -2.467576 0.0 0.2 -0.1
H -0.887963 1.918096 -1.693472 0.0 0.0 0.0
H -1.538235 2.412834 0.486490 0.0 0.1 0.0
H -2.003172 4.031265 -0.011483 0.1 0.1 -0.1
H 0.074807 4.129801 1.165279 0.0 -0.1 0.0
H 0.463293 4.537236 -0.487210 0.1 -0.1 -0.2
H 1.723514 3.166036 -1.728378 -0.1 0.0 0.0
H 1.082868 1.506078 -1.484851 0.0 0.1 -0.2
H 2.668222 1.941744 -0.863617 0.0 0.1 0.1
C 0.073427 9.195752 -4.780474 0.3 0.0 -0.1
O 1.204225 9.800005 -4.175012 -0.5 0.1 0.0
C 0.871795 10.713692 -3.129837 0.6 0.1 0.2
C 1.259488 10.146604 -1.765633 -0.3 -0.2 -0.3
N 0.397132 9.027722 -1.389670 0.2 0.1 0.1
C 0.879307 8.265655 -0.235541 -0.1 -0.2 -0.3
C 2.237533 7.559800 -0.360939 -0.2 -0.2 0.4
O 2.250451 6.479299 -1.284606 0.1 0.3 0.0
C 2.440231 6.858732 -2.638553 -0.1 -0.4 0.0
H 0.409583 8.680188 -5.681573 0.1 0.1 0.1
H -0.383312 8.457295 -4.117241 -0.2 0.0 0.0
H -0.669957 9.945498 -5.069904 0.0 -0.1 0.1
H -0.182278 11.007189 -3.159439 0.0 -0.2 0.0
H 1.467519 11.614821 -3.306887 0.0 0.0 0.0
H 1.175836 10.935118 -1.011341 0.0 0.0 0.0
H 2.308757 9.838952 -1.825188 0.1 0.2 0.0
H 0.315238 8.393852 -2.174406 0.0 0.1 0.0
H 0.124159 7.498776 -0.034222 0.1 0.0 0.1
H 0.897154 8.924377 0.639197 0.1 0.0 0.0
H 2.456329 7.113617 0.614074 0.0 0.0 -0.1
H 3.060030 8.254612 -0.560950 0.0 0.0 -0.2
H 3.080201 7.738763 -2.739794 -0.1 0.0 0.0
H 1.475442 7.029531 -3.121544 0.1 0.2 -0.2
H 2.916651 6.025033 -3.159120 0.0 0.0 0.1
```
Forces are in eV/Å.

For reference, the Löwdin charges in units of e are: -0.087 -0.290 -0.079 -0.124 -0.184 -0.200 -0.351 -0.085 -0.211 -0.341 1.082 -0.307 -0.146 -0.484 0.082 0.096 0.063 -0.494 -0.011 -0.001 -0.254 0.043 0.018 0.083 0.072 0.078 0.074 0.076 0.081 0.067 0.115 0.108 0.118 0.080 0.135 0.082 0.080 0.061 0.079 0.122 0.090 0.079 0.082 0.089 0.120 0.117 0.176 -0.111 -0.196 -0.210 -0.210 -0.051 -0.195 -0.221 -0.176 -0.094 0.091 0.069 0.089 0.121 0.118 0.122 0.098 0.064 0.118 0.115 0.120 0.093 0.086 0.069 0.089 -0.114 -0.195 -0.209 -0.210 -0.053 -0.194 -0.218 -0.194 -0.093 0.090 0.072 0.088 0.121 0.120 0.122 0.100 0.063 0.114 0.117 0.121 0.110 0.089 0.068 0.090

DFT (the ωB97M-V functional and the def2-TZVPD basis) results for an isolated ion of composition CH4N2P and charge +1.

As for the charge: +1. Its SMILES is C#[N+]PN. As for the total energy: -13362.376 eV. The value obtained for the frontier orbital gap is 10.327 eV. As for the HOMO energy: -15.21 eV. The energy relative to the best compared isomer or geometry (same formula, charge and spin) is 0.1236 eV.

Structure (XYZ):
```
8
Properties=species:S:1:pos:R:3:forces:R:3
C -1.206742 1.843679 0.053354 -1.2 -1.2 0.1
N -1.425990 0.725852 -0.061858 0.6 1.0 0.0
N 0.689825 -0.707349 -0.347614 0.1 -1.0 -1.6
P -0.903713 -1.057223 -0.351167 -0.8 -0.3 -0.5
H -1.191509 2.880887 0.251828 0.3 0.8 0.0
H 1.173933 -0.101851 0.279587 0.6 0.0 0.3
H 1.118301 -0.906745 -1.287379 -0.3 0.5 1.6
H -1.407556 -1.322270 0.958023 0.8 0.2 0.0
```
Forces are in eV/Å.

For reference, the natural (NBO) charges in units of e are: 0.398 -0.440 -1.139 1.048 0.288 0.422 0.446 -0.024